1.
This record from the Open Molecules 2025 dataset describes a structure of composition C19H48F9N4O15S3V at a distorted geometry. The level of theory is ωB97M-V with the def2-TZVPD basis set.

HOMO level = -12.997 eV
gap between HOMO and LUMO = 8.09 eV
energy = -139790.3453 eV
E_LUMO = -4.90 eV

ORCA input file:
```
! RIJCOSX wB97M-V def2-TZVPD def2/J DEFGRID3
* xyz 2 1
O 0.30953 -1.74665 -0.68943
V 0.85429 -0.27419 -0.86002
O -0.29747 0.77214 -0.28367
C -3.13757 4.56668 -2.09145
C -2.00463 3.73488 -2.71305
C -1.24495 4.38201 -3.82239
O -0.54358 3.37193 -4.45777
C 0.50845 3.76915 -5.38946
N -1.01896 3.29119 -1.65484
H -0.67199 4.07800 -1.08660
H -1.27522 2.54189 -0.97620
H -0.21261 2.95359 -2.22264
H -2.73484 5.60104 -2.02199
H -3.52150 4.26715 -1.12927
H -3.91559 4.74124 -2.83396
H -2.49970 2.81270 -3.03313
H -0.58121 5.18106 -3.42757
H -1.95650 4.86082 -4.51401
H 0.36473 4.80246 -5.76176
H 0.49581 3.12659 -6.26128
H 1.49420 3.78942 -4.90695
C -3.60147 -2.19711 -2.35030
C -3.27142 -3.64001 -2.03244
C -2.68249 -3.75548 -0.66050
O -2.92660 -4.99606 -0.10075
C -2.13407 -5.32849 1.06978
N -4.56714 -4.45197 -2.04588
H -4.30172 -5.44134 -2.11575
H -5.14090 -4.22553 -1.22496
H -5.14849 -4.20219 -2.85998
H -4.21039 -2.00182 -3.23621
H -2.72875 -1.55195 -2.49023
H -4.12907 -1.76454 -1.48817
H -2.66707 -4.02864 -2.84958
H -3.08665 -2.93880 -0.02828
H -1.62730 -3.46945 -0.73814
H -1.10212 -5.00254 1.02747
H -2.16976 -6.42053 1.07120
H -2.63541 -4.98727 1.98776
C -1.15779 -0.97704 4.23022
C -1.04796 -2.35779 3.62866
C 0.25977 -2.62764 2.99342
O 0.29873 -3.97217 2.60697
C 1.55712 -4.43400 2.05380
N -1.22414 -3.41861 4.69260
H -2.13777 -3.36873 5.14875
H -0.99433 -4.34676 4.28656
H -0.48421 -3.31957 5.41494
H -2.09560 -0.87934 4.79156
H -1.04265 -0.24115 3.44296
H -0.41295 -0.78541 5.01064
H -1.90481 -2.57486 2.98809
H 1.05456 -2.39617 3.72857
H 0.43862 -1.97404 2.13776
H 1.72671 -3.92065 1.09613
H 1.48320 -5.50386 1.93923
H 2.40795 -4.12705 2.67243
C 2.43165 6.33250 3.34259
C 1.89956 5.02148 2.81891
C 0.40104 4.91174 2.74575
O -0.03190 3.79676 1.97085
C -0.19969 2.64890 2.74148
N 2.46870 4.76480 1.44209
H 2.22560 3.76878 1.23687
H 2.06213 5.37346 0.72750
H 3.49486 4.78717 1.44927
H 2.10348 6.61488 4.33605
H 2.13906 7.16817 2.68698
H 3.52385 6.34125 3.28277
H 2.27812 4.14666 3.35579
H 0.01692 5.76298 2.17170
H -0.05970 4.88670 3.72911
H 0.52334 2.57409 3.57671
H -0.01293 1.72208 2.19079
H -1.15702 2.57073 3.27475
C 0.19986 -2.27245 -4.44885
F 1.13507 -2.71867 -3.65400
F 0.49106 -2.58413 -5.67150
F -0.92736 -2.87608 -4.11699
S 0.04543 -0.44495 -4.26696
O 1.15104 0.14076 -4.88983
O -1.22527 -0.12075 -4.82527
O 0.03330 -0.31375 -2.78994
C 4.05795 -0.85717 2.26965
F 3.64943 -2.12319 2.32353
F 4.69721 -0.52866 3.39702
F 4.83383 -0.67529 1.26969
S 2.58768 0.20247 2.19408
O 1.88483 -0.19164 0.97348
O 1.87374 -0.06856 3.40924
O 3.09575 1.54361 2.13487
C 3.92168 -3.09742 -1.41090
F 3.14157 -3.86921 -2.14971
F 3.53421 -3.13291 -0.15944
F 5.16067 -3.56992 -1.48669
S 3.93565 -1.40387 -2.12008
O 5.02279 -0.75312 -1.52535
O 3.96044 -1.63529 -3.51142
O 2.62805 -0.83750 -1.68546
*
```



2.
This record from the Open Molecules 2025 dataset describes the molecule CH5NO2S at a distorted geometry. The level of theory is ωB97M-V with the def2-TZVPD basis set.

HOMO level (spin up / spin down) = -10.237 / -10.240 eV
gap between HOMO and LUMO (spin up / spin down) = 8.79 / 8.79 eV
energy = -17533.2049 eV
E_LUMO (spin up / spin down) = -1.45 / -1.45 eV
structure (SMILES) = CN=[S@@H](=O)O

ORCA input file:
```
! RIJCOSX wB97M-V def2-TZVPD def2/J DEFGRID3
* xyz 0 1
C -1.02231 -0.55795 0.80337
N 0.38325 -0.92446 0.64595
O 2.71017 -0.62023 -0.05997
O 1.73206 0.52906 -2.19816
S 1.36046 -0.15353 -0.33047
H -1.61400 -1.12815 0.23320
H -1.36398 -0.71004 1.90534
H -1.00120 0.40212 0.49610
H 2.62722 -0.02389 -2.14145
H 1.14302 1.26000 0.07883
*
```



3.
This record from the Open Molecules 2025 dataset describes a cluster of 2 separate species, C34H29N2O in total at a distorted geometry. The level of theory is ωB97M-V with the def2-TZVPD basis set.

HOMO level = -9.796 eV
gap between HOMO and LUMO = 5.54 eV
energy = -40749.1898 eV
E_LUMO = -4.25 eV

ORCA input file:
```
! RIJCOSX wB97M-V def2-TZVPD def2/J DEFGRID3
* xyz 1 1
C -4.17946 3.65864 -0.50526
C -3.48561 3.43002 -1.70096
C -2.16462 2.99076 -1.67067
C -1.51735 2.72180 -0.45210
C -0.09817 2.20284 -0.53029
C 0.56659 1.82535 0.68986
N 1.95374 1.86197 0.82361
C 2.74195 1.74796 -0.28976
C 4.12270 1.76858 -0.22117
C 4.76386 1.84586 0.99986
C 4.00124 1.92249 2.17154
C 2.57230 1.89858 2.10302
C 1.83236 1.95404 3.29071
C 2.47518 2.02742 4.53241
C 3.87858 2.02253 4.61528
C 4.63077 1.97896 3.45018
O 0.38265 2.00563 -1.67792
C -2.21801 2.96344 0.74061
C -3.53408 3.43388 0.71305
H -5.21225 4.01510 -0.52755
H -3.96993 3.60078 -2.66643
H -1.62475 2.86835 -2.61127
H 0.03067 1.99994 1.61572
H 2.21933 1.73468 -1.23431
H 4.65504 1.72408 -1.16392
H 5.84672 1.82574 1.07522
H 0.74391 1.93285 3.29547
H 1.87499 2.07565 5.43967
H 4.36892 2.04919 5.59079
H 5.72376 1.97087 3.48842
H -1.73786 2.81753 1.70680
H -4.05527 3.62070 1.65445
C 3.41632 -3.56045 1.15367
N 2.18863 -3.05522 0.57296
C 1.64139 -1.84256 0.83094
C 0.40695 -1.72936 0.14801
C -0.45099 -0.63556 0.18124
C -1.57137 -0.52516 -0.70347
C -1.43137 -0.76916 -2.09103
C -2.52635 -0.73221 -2.93972
C -3.80546 -0.45006 -2.43480
C -4.98334 -0.49928 -3.36109
C -3.94876 -0.11640 -1.07877
C -2.85546 -0.15226 -0.23148
C 0.21476 -3.00890 -0.55686
C -0.83335 -3.62527 -1.24318
C -0.65929 -4.93920 -1.73111
C 0.52187 -5.65261 -1.48171
C 1.55987 -5.08582 -0.72701
C 1.36839 -3.78122 -0.28919
H 3.65254 -4.51414 0.68176
H 4.23196 -2.85123 0.97968
H 3.30744 -3.71475 2.23491
H 2.11739 -1.13025 1.49122
H -0.37589 -0.00024 1.06538
H -0.43994 -1.00891 -2.48512
H -2.40904 -0.97832 -4.00381
H -5.89957 -0.22163 -2.83391
H -4.85059 0.18344 -4.21078
H -5.11370 -1.50767 -3.77654
H -4.94285 0.13609 -0.69202
H -2.97643 0.07474 0.83075
H -1.78635 -3.11239 -1.38731
H -1.46578 -5.41057 -2.30194
H 0.62908 -6.66683 -1.86034
H 2.48140 -5.61282 -0.49438
*
```



4.
This record from the Open Molecules 2025 dataset describes the molecule CH2N4OS at a distorted geometry. The level of theory is ωB97M-V with the def2-TZVPD basis set.

HOMO level = -9.347 eV
gap between HOMO and LUMO = 9.16 eV
energy = -19906.8569 eV
E_LUMO = -0.19 eV
structure (SMILES) = [H]/N=c1\nnon1S

ORCA input file:
```
! RIJCOSX wB97M-V def2-TZVPD def2/J DEFGRID3
* xyz 0 1
C 0.59331 -0.00927 -0.08495
H -1.45242 -1.92432 0.50530
H 2.12747 -1.38776 -0.46153
N -0.78825 0.23749 -0.18463
N 0.26280 2.10223 0.59368
N 1.14840 1.35406 0.12912
N 0.99469 -1.15329 -0.41982
O -0.94708 1.60756 0.38137
S -1.93891 -0.82672 -0.45854
*
```



5.
This record from the Open Molecules 2025 dataset describes a structure of composition C6H15ClLiN. The level of theory is ωB97M-V with the def2-TZVPD basis set.

HOMO level = -8.075 eV
gap between HOMO and LUMO = 6.96 eV
energy = -20684.0639 eV
E_LUMO = -1.11 eV

ORCA input file:
```
! RIJCOSX wB97M-V def2-TZVPD def2/J DEFGRID3
* xyz 0 1
Li -0.92529 3.56072 -4.34160
Cl -1.61656 1.56478 -3.76958
C 2.04924 -1.50587 1.40500
C 1.16250 -1.21485 0.19348
N 0.07241 -0.29622 0.45964
C -0.84092 -0.24521 -0.67847
C -1.75459 -1.43816 -0.78857
C 0.57972 1.03492 0.77318
C -0.48590 1.97774 1.31737
H 2.71199 -0.68146 1.65505
H 2.66475 -2.38271 1.20568
H 1.42566 -1.71685 2.27685
H 1.77218 -0.86350 -0.67061
H 0.72517 -2.16025 -0.12828
H -0.29026 -0.10711 -1.62877
H -1.46774 0.64260 -0.59586
H -2.29812 -1.40385 -1.73272
H -2.46792 -1.46641 0.03684
H -1.20529 -2.38404 -0.77190
H 1.36854 0.93442 1.51701
H 1.06306 1.48142 -0.12198
H -1.08553 1.46453 2.06617
H -0.01237 2.84555 1.78483
H -1.14472 2.35979 0.53725
*
```



6.
This record from the Open Molecules 2025 dataset describes a structure of composition C19H18ClMoN2O2S4 at a distorted geometry. The level of theory is ωB97M-V with the def2-TZVPD basis set.

HOMO level (spin up / spin down) = -10.253 / -10.839 eV
gap between HOMO and LUMO (spin up / spin down) = 6.78 / 6.60 eV
energy = -84784.8378 eV
E_LUMO (spin up / spin down) = -3.47 / -4.24 eV

ORCA input file:
```
! RIJCOSX wB97M-V def2-TZVPD def2/J DEFGRID3
* xyz 1 3
Mo -1.67856 0.06570 1.33956
S -1.28886 -0.53493 3.60297
S -3.21399 -0.14325 3.25931
S -4.08546 -1.83313 2.41662
S -2.68378 -2.03276 0.90092
O 0.27093 -1.77810 -5.30150
C -1.06787 -1.54400 -4.96482
C -1.10100 -1.02488 -3.54995
C -2.27594 -0.56117 -3.07159
C -2.37875 -0.11009 -1.74944
N -1.34811 -0.16521 -0.89694
C -0.17589 -0.63473 -1.33014
C -0.03969 -1.07226 -2.63930
C 0.89070 -0.72801 -0.31443
C 2.13875 -1.14082 -0.69980
C 3.14131 -1.37497 0.24854
C 4.58907 -1.58971 -0.04250
O 4.82055 -1.68428 -1.41924
C 2.75527 -1.28001 1.57674
C 1.47542 -0.85877 1.91114
N 0.54602 -0.55534 0.98035
H 0.37974 -2.52429 -5.90864
H -1.69749 -2.43294 -5.16450
H -1.46896 -0.74362 -5.56628
H -3.09316 -0.47829 -3.72163
H -3.25158 0.34807 -1.40140
H 0.91420 -1.51481 -3.03728
H 2.45554 -1.30207 -1.74740
H 4.94053 -2.45858 0.53262
H 5.04805 -0.71846 0.40636
H 5.71997 -1.98607 -1.52432
H 3.44142 -1.53193 2.39308
H 1.22728 -0.78372 3.00544
Cl -3.48229 3.47072 3.48598
C -1.88453 2.86653 3.03359
C -0.78514 3.20258 3.83148
C 0.53688 2.89884 3.47251
C 0.76841 2.44350 2.15752
C -0.32560 2.25177 1.30316
C -1.68939 2.40391 1.66677
C -2.69710 1.84819 0.75213
H -1.02874 3.69527 4.74819
H 1.33389 3.11958 4.21398
H 1.77464 2.37428 1.75667
H -0.13955 2.09234 0.27009
H -2.57333 2.11959 -0.29564
H -3.71381 1.92033 1.08103
*
```



7.
This record from the Open Molecules 2025 dataset describes the ion C9H13N2 with charge +1 at a distorted geometry. The level of theory is ωB97M-V with the def2-TZVPD basis set.

HOMO level = -12.120 eV
gap between HOMO and LUMO = 8.62 eV
energy = -12515.2934 eV
E_LUMO = -3.50 eV
structure (SMILES) = CN1C=CC=C2CC[N+](C)=C21

ORCA input file:
```
! RIJCOSX wB97M-V def2-TZVPD def2/J DEFGRID3
* xyz 1 1
C 0.79490 2.17068 -1.98419
C -0.42472 2.45183 -1.39686
C 1.63871 1.14181 -1.57583
C -0.91144 1.46900 -0.53144
C 0.16680 0.18114 -0.12273
C -1.96148 1.35546 0.44128
C -1.95557 -0.18274 0.70459
C 2.09487 -1.12694 -0.57327
C -0.30501 -1.74736 1.50805
N 1.32570 0.11980 -0.71631
N -0.54448 -0.57235 0.73491
H 1.09382 2.88897 -2.69797
H -0.80235 3.40206 -1.67425
H 2.69581 1.03811 -1.93491
H -1.73734 1.78244 1.41319
H -2.87445 1.74494 0.07857
H -2.47565 -0.57131 1.66453
H -2.40393 -0.86852 -0.12591
H 2.70434 -1.39580 -1.46486
H 2.70659 -1.32681 0.34629
H 1.33614 -1.87005 -0.52948
H 0.75743 -1.79868 1.89377
H -1.04846 -1.63107 2.48371
H -0.40050 -2.72858 0.99149
*
```



8.
This record from the Open Molecules 2025 dataset describes a cluster of 2 separate species, BrH2NO in total at a distorted geometry. The level of theory is ωB97M-V with the def2-TZVPD basis set.

HOMO level (spin up / spin down) = -9.715 / -9.715 eV
gap between HOMO and LUMO (spin up / spin down) = 7.63 / 7.63 eV
energy = -73607.1228 eV
E_LUMO (spin up / spin down) = -2.08 / -2.08 eV

ORCA input file:
```
! RIJCOSX wB97M-V def2-TZVPD def2/J DEFGRID3
* xyz 0 1
N -0.28598 -0.30603 -0.34838
O -1.96126 0.64715 0.39800
Br -3.40658 -0.00366 -0.31010
H 0.03442 0.53483 0.18189
H -0.46462 -0.04072 -1.38590
*
```



9.
This record from the Open Molecules 2025 dataset describes the molecule C8H15N2P at a distorted geometry. The level of theory is ωB97M-V with the def2-TZVPD basis set.

HOMO level = -8.532 eV
gap between HOMO and LUMO = 9.34 eV
energy = -20806.4436 eV
E_LUMO = 0.81 eV
structure (SMILES) = Cc1nn(C(C)(C)C)pc1C

ORCA input file:
```
! RIJCOSX wB97M-V def2-TZVPD def2/J DEFGRID3
* xyz 0 1
C 1.78746 0.58760 0.18793
C 2.13555 -0.72012 -0.11559
C 2.76148 1.75412 0.21800
C 3.52250 -1.25902 -0.06248
C -2.19858 0.23144 -1.38442
C -2.23629 -1.72034 0.33085
C -2.22354 0.62939 1.06496
C -1.67216 -0.21273 -0.02976
N 0.43280 0.81779 0.32340
N -0.20847 -0.31756 0.03905
P 0.70010 -1.71902 -0.26362
H 3.23396 1.81469 -0.85523
H 3.55338 1.62445 0.95372
H 1.95217 2.57799 0.21547
H 4.11838 -1.10552 0.82530
H 3.99638 -0.75247 -0.92593
H 3.38323 -2.32000 -0.40747
H -2.17392 1.36181 -1.61654
H -1.80030 -0.32412 -2.24323
H -3.36941 0.04940 -1.48587
H -1.86666 -2.04457 1.25447
H -2.03344 -2.39528 -0.46483
H -3.24154 -1.47331 0.39455
H -2.32857 -0.08934 1.94831
H -1.37826 1.45689 1.20959
H -3.08920 1.15783 0.83872
*
```



10.
This record from the Open Molecules 2025 dataset describes the molecule C5H10O2 at a distorted geometry. The level of theory is ωB97M-V with the def2-TZVPD basis set.

HOMO level = -9.764 eV
gap between HOMO and LUMO = 10.62 eV
energy = -9440.6953 eV
E_LUMO = 0.86 eV
structure (SMILES) = O=CCCCCO

ORCA input file:
```
! RIJCOSX wB97M-V def2-TZVPD def2/J DEFGRID3
* xyz 0 1
C 0.84611 0.52703 -1.27672
O 0.43319 1.86646 -1.38858
C -0.44066 -0.30506 -1.22910
C -1.38094 0.10280 -0.05536
C -0.65053 0.11118 1.26311
C -0.02519 -1.22741 1.49494
O 1.20289 -1.39997 1.59288
H 1.51002 0.26176 -2.14728
H 1.37637 0.31042 -0.27929
H 1.18047 2.38140 -1.59465
H -0.90066 -0.06249 -2.18843
H -0.32962 -1.38683 -1.19254
H -1.82411 1.18013 -0.37092
H -2.24849 -0.63582 -0.11305
H 0.08035 0.99145 1.32522
H -1.34379 0.20174 2.21355
H -0.68195 -2.22495 1.53185
*
```



11.
This record from the Open Molecules 2025 dataset describes a cluster of 2 separate species, C3H10N4O in total at a distorted geometry. The level of theory is ωB97M-V with the def2-TZVPD basis set.

HOMO level = -8.632 eV
gap between HOMO and LUMO = 9.70 eV
energy = -11279.0022 eV
E_LUMO = 1.06 eV
structure (SMILES) = CNCCNO.N#N

ORCA input file:
```
! RIJCOSX wB97M-V def2-TZVPD def2/J DEFGRID3
* xyz 0 1
C 0.27609 0.58126 0.82943
C 1.45484 -0.39604 0.78474
C -1.99688 1.04733 0.15934
N -0.90145 0.10010 0.13361
N 2.24246 -0.21088 -0.42889
O 1.67358 -0.94570 -1.51974
N -1.07984 -0.95188 -1.86699
N -1.55901 -1.87943 -1.46288
H 0.97341 -0.37259 -1.86784
H 3.15310 -0.65020 -0.31510
H -1.22746 -0.94700 0.32536
H 0.03749 0.80677 1.88253
H 0.59371 1.51815 0.35976
H 1.08764 -1.42684 0.88890
H 2.12338 -0.17438 1.61992
H -1.70864 1.94466 -0.39058
H -2.26915 1.35217 1.18018
H -2.87327 0.60449 -0.31174
*
```



12.
This record from the Open Molecules 2025 dataset describes a cluster of 2 separate species, C6H10O in total at a distorted geometry. The level of theory is ωB97M-V with the def2-TZVPD basis set.

HOMO level = -8.385 eV
gap between HOMO and LUMO = 9.33 eV
energy = -8427.2502 eV
E_LUMO = 0.94 eV

ORCA input file:
```
! RIJCOSX wB97M-V def2-TZVPD def2/J DEFGRID3
* xyz 0 1
C 2.09801 -0.85224 -0.38835
C 0.51493 0.14983 0.60884
C 0.07872 1.49081 -0.04748
C -1.39654 1.26796 -0.29382
C -1.79940 0.05549 0.08015
C -0.66625 -0.81007 0.57142
O -0.47264 -1.93157 -0.26977
H 1.84991 -0.86099 -1.44995
H 2.03396 0.02732 0.24405
H 2.17121 -1.86449 0.00957
H 0.81405 0.36879 1.65335
H 0.62053 1.71937 -0.97449
H 0.23090 2.36951 0.60321
H -2.04017 2.03145 -0.72673
H -2.80238 -0.34672 -0.01545
H -0.84513 -1.23894 1.56135
H -0.38973 -1.57553 -1.16590
*
```